[1]
Computed, not measured: a cluster of 3 separate species, C2H12NO2S2 in total at a distorted geometry, with ωB97M-V/def2-TZVPD.

Calculated values
* charge: +1
* energy: -1084.75857 Ha
* lowest unoccupied orbital energy: -3.27 eV

The geometry in XYZ format:
```
19
Properties=species:S:1:pos:R:3:forces:R:3
N -0.402499 0.877180 0.723940 -1.294 0.168 -0.485
C 0.964199 0.419726 1.084194 0.379 0.100 1.266
C 1.574327 -0.456386 0.030703 0.995 -0.142 -2.106
S 2.391223 -1.936269 0.699949 -0.490 -0.063 1.435
S 2.997654 -3.025209 -0.850408 0.521 -0.200 -1.072
H -1.167021 0.183421 0.841958 0.240 -0.128 0.381
H -1.292336 3.428894 -1.467756 -0.375 -0.655 -0.065
H -0.722183 1.700528 1.236747 0.224 -0.008 0.194
H 0.923575 -0.114810 2.040376 -0.456 -0.055 -0.160
H 1.558501 1.309165 1.346624 -0.146 -0.263 -0.602
H 0.915918 -0.838617 -0.763004 -0.488 0.306 0.505
H 2.325810 0.090219 -0.556870 -0.128 0.055 0.295
H 1.928001 -3.760213 -1.244268 -0.112 0.250 0.439
H -1.716779 -1.438808 -0.028699 0.455 -0.477 -0.221
H -3.176606 -1.577962 0.149917 0.255 0.472 0.766
O -2.388651 -1.224998 0.618566 -0.526 -0.169 -0.704
H -2.444286 2.670898 -2.120664 -0.172 -0.127 -0.101
H -0.528636 1.135651 -0.263797 0.375 0.262 -0.099
O -1.740204 2.557595 -1.477516 0.740 0.674 0.334
```
Forces are in eV/Å.

---

[2]
Computed, not measured: a cluster of 4 separate species, C2H12NO3 in total at a distorted geometry, with ωB97M-V/def2-TZVPD.

Calculated values
* charge: +1
* energy: -363.59322 Ha
* lowest unoccupied orbital energy: -2.88 eV

The geometry in XYZ format:
```
18
Properties=species:S:1:pos:R:3:forces:R:3
C 1.726947 1.130055 -0.293971 -0.276 0.297 -3.519
C 2.075642 0.269274 -1.349748 -1.946 2.017 1.874
N 0.885901 0.748907 0.917743 5.567 -0.997 -0.410
H 1.881094 2.278582 -0.404650 -0.150 -2.371 0.389
H 2.448743 0.767891 -2.289814 -0.009 -0.717 1.400
H 1.743851 -0.806506 -1.434086 0.637 1.297 0.426
H 1.318557 -0.234467 1.065962 -1.238 1.346 0.927
H -0.092704 0.576142 0.844705 -2.239 0.481 -0.480
H 1.158723 1.441181 1.657103 -0.703 -1.224 -0.493
H -2.508844 1.031689 1.252651 0.258 -0.325 -0.587
H -2.165530 0.303440 -0.213219 0.278 0.738 2.794
O -1.832218 0.523808 0.772429 -0.562 -0.541 -2.356
H -4.096618 -0.227330 -1.378889 0.341 0.141 -0.082
H -2.989067 -0.747789 -2.295945 0.046 0.190 0.108
O -3.175055 -0.061611 -1.639383 -0.272 -0.304 0.041
H 2.002748 -2.291167 1.690848 -0.077 -0.406 0.123
H 0.492615 -2.679788 1.694277 -0.073 -0.202 0.154
O 1.125214 -2.022311 1.403989 0.420 0.581 -0.306
```
Forces are in eV/Å.